The following is a quantum chemistry calculation of C16H22N8Pt as an isolated structure in a non-equilibrium geometry, from the OMol25 dataset.

Geometry as XYZ:
```
47
Properties=species:S:1:pos:R:3:nbo_charge:R:1
H 1.0443 1.1235 4.9900 0.248
H -1.8708 0.7071 0.9660 0.221
H 2.1658 -2.2380 6.3379 0.240
C 1.0544 0.5717 2.9364 0.051
H 1.1435 2.6356 -4.9673 0.219
C 1.8864 -1.2021 6.1641 -0.654
H 0.4442 1.5450 -6.1381 0.255
H 0.9836 -0.9792 6.7335 0.251
C 0.6799 2.8270 -1.1944 0.646
H -4.2125 -0.1263 0.9663 0.262
C -2.5669 -2.8753 -0.1342 -0.191
H 0.5584 4.7305 -2.0039 0.420
C 0.5480 0.9842 -2.8753 0.661
Pt 0.9329 -0.0961 0.0024 1.037
N 0.3972 0.8044 -4.1924 -0.376
N -1.0728 -1.0641 0.2756 -0.485
C -3.4014 -0.7681 0.6539 -0.181
C -3.6414 -2.0776 0.2474 -0.067
N 0.8343 0.0197 -2.0447 -0.805
H 0.0910 2.9432 -3.1249 0.427
H 1.8868 -2.3100 1.6292 0.221
C -2.1018 -0.3025 0.6523 0.046
N 0.6361 4.1727 -1.1710 -0.777
H 1.1422 2.6605 0.6670 0.387
H 2.6783 -0.5593 6.5528 0.255
H 0.7206 1.5357 2.5798 0.204
N 0.9126 2.1071 -0.1474 -0.834
N 0.3987 2.2833 -2.4303 -0.601
C 1.7002 -1.5753 2.4033 0.053
H 0.8072 4.6722 -0.3154 0.425
H 1.4416 -0.8942 -4.9172 0.224
N -6.0551 -2.9938 0.1890 -0.170
N 1.2803 -0.3680 2.0042 -0.474
H -0.6359 2.4392 -5.0773 0.216
C 0.4201 -0.5436 -4.7564 -0.426
C 0.3288 1.9282 -5.1300 -0.438
C 1.6742 -0.9206 4.7126 0.102
H -0.4409 -2.9207 -0.3901 0.219
C -1.2992 -2.3282 -0.1068 0.049
H -0.0980 -0.5297 -5.7104 0.245
C 1.9080 -1.8811 3.7304 -0.225
H 2.2524 -2.8710 3.9957 0.250
C -4.9808 -2.5920 0.2191 0.213
H 1.0147 -0.8629 -2.5006 0.400
H -0.1139 -1.2438 -4.1148 0.214
H -2.7139 -3.9003 -0.4430 0.265
C 1.2387 0.3332 4.2773 -0.225
```

Calculated values
- highest occupied orbital energy (alpha / beta) (eV) = -14.852 / -14.854
- strongest force on any atom (eV Å⁻¹) = 1.6
- net charge = +2
- gap between HOMO and LUMO (alpha / beta) (Ha) = 0.297 / 0.297
- energy relative to the best compared isomer or geometry (same formula, charge and spin) (kJ/mol) = 189.6
- multiplicity = 1

***

The following is a quantum chemistry calculation of the molecule C16H22O5, from the OMol25 dataset.

Geometry as XYZ:
```
43
Properties=species:S:1:pos:R:3:nbo_charge:R:1
H -1.1688 1.0054 -0.1778 0.196
O -1.0340 4.8449 -2.1550 -0.606
C 0.8745 -4.3158 3.1413 -0.142
O 1.7435 -6.1218 5.0216 -0.692
H 0.4966 -1.6979 -0.0354 0.175
H -1.9385 -5.2967 0.7044 0.227
H 0.8896 -2.4342 2.1524 0.214
C -0.5844 -3.7642 1.3106 0.328
H -1.6697 0.9123 -1.8649 0.214
H -1.1389 -1.5372 -1.8699 0.205
H 1.9876 -6.8183 5.6503 0.500
H 0.6549 0.0426 -2.4197 0.207
H 1.1397 0.4628 -0.7759 0.192
C 0.6902 6.5256 -2.3729 -0.503
C 0.7054 2.1451 -2.0381 -0.420
C 0.3107 -5.5849 3.2256 -0.228
H 1.7083 2.2145 -2.4658 0.209
H 1.6627 -4.0391 3.8238 0.230
C -0.9948 0.4853 -1.1211 -0.398
H -2.4087 -1.0912 -0.7326 0.216
C -0.5754 -1.6516 0.1942 -0.064
C -1.1516 -5.0420 1.3963 -0.267
C -0.3858 7.5800 -2.5953 -0.601
H -0.0135 2.4221 -2.8116 0.215
C 0.0960 5.2003 -1.9519 0.801
O 1.0106 4.4547 -1.3170 -0.508
H -1.1298 7.2080 -3.2946 0.223
C -1.3434 -0.9919 -0.9473 -0.406
O -1.0908 -2.9610 0.3495 -0.487
C -0.7104 -5.9375 2.3392 -0.126
H -0.8876 7.8136 -1.6598 0.209
H -1.1408 -6.9242 2.4136 0.237
H -0.7163 -1.0781 1.1209 0.172
O 0.3070 -7.6856 4.3422 -0.601
C 0.4459 0.7104 -1.5814 -0.396
H -0.4232 3.2107 -0.5244 0.199
C 0.4347 -3.4113 2.1949 -0.282
H 1.4124 6.8382 -1.6182 0.227
H 1.2384 6.3461 -3.3018 0.231
C 0.7569 -6.5715 4.2222 0.780
H 1.2835 2.8897 -0.0811 0.187
C 0.6044 3.1529 -0.8950 -0.077
H 0.0525 8.4909 -2.9942 0.210
```

Calculated values
- highest occupied orbital energy (eV) = -8.847
- strongest force on any atom (eV Å⁻¹) = 0.6
- net charge = 0
- gap between HOMO and LUMO (Ha) = 0.350
- energy relative to the best compared isomer or geometry (same formula, charge and spin) (kJ/mol) = 2.9
- multiplicity = 1
- structure (SMILES) = CCC(=O)OCCCCCCOc1ccc(C(=O)O)cc1

***

The following is a quantum chemistry calculation of C16H23AsORhS4 as an isolated structure in a non-equilibrium geometry, from the OMol25 dataset.

Geometry as XYZ:
```
46
Properties=species:S:1:pos:R:3:nbo_charge:R:1
H 0.9504 3.4242 1.0413 0.254
C 0.3420 -1.5267 -1.4759 -0.016
C -0.1146 3.4969 0.8148 -0.941
H 1.1411 -2.4899 -3.8244 0.215
As -0.6495 2.0197 -0.3467 1.165
H 2.2155 -0.6943 -2.1141 0.244
C -0.4925 2.1922 5.8309 0.226
C -1.8290 -1.0778 -2.7248 -0.609
Rh 0.0725 -0.1496 0.6651 0.349
C 0.1011 2.6586 -2.0478 -0.931
S 1.0454 2.0990 4.9097 0.351
H 2.2709 -4.0036 2.1357 0.240
H 0.1218 -0.3330 -3.2168 0.210
H -1.3157 -2.5915 -0.5671 0.252
S -1.8367 1.3957 4.9783 0.363
C 1.7032 -1.2138 -1.3160 -0.222
C -2.5578 2.4129 -0.5594 -0.931
C 0.4303 1.1497 3.5833 -0.454
S -1.7059 -0.1110 2.4260 0.128
C 2.4214 -1.6664 -0.2169 -0.168
H -3.0717 2.2374 0.3860 0.259
C 0.0618 -2.4251 -3.7168 -0.594
H -0.6761 3.4778 1.7499 0.253
C -0.3146 -1.2507 -2.8032 -0.245
H -2.3297 -2.0233 -2.5357 0.217
C 1.8094 -2.4208 0.7928 0.029
H -3.0092 1.7757 -1.3184 0.243
H -0.0591 -3.2817 1.4293 0.255
H 3.6676 -3.0528 1.6049 0.233
H 3.4809 -1.4725 -0.1628 0.245
H -2.6954 3.4547 -0.8494 0.247
H -0.0736 3.7316 -2.1419 0.252
H -0.3755 -2.3000 -4.7024 0.231
C -0.9174 0.8333 3.5980 -0.446
H -2.0942 -0.3767 -1.9289 0.199
C 0.4308 -2.6654 0.6866 -0.221
H -0.3063 4.4467 0.3115 0.240
S 1.5513 0.6548 2.3887 0.090
H -0.3533 2.1519 -2.8988 0.242
C -0.2978 -2.2400 -0.4372 -0.247
H 2.5514 -2.3967 2.8033 0.253
H 1.1762 2.4783 -2.0592 0.245
C 2.6224 -3.0022 1.8987 -0.649
H -0.2999 -3.3556 -3.2856 0.213
O -0.5897 2.7210 6.8854 -0.504
H -2.2028 -0.6906 -3.6687 0.234
```

Calculated values
- highest occupied orbital energy (alpha / beta) (eV) = -10.172 / -10.192
- strongest force on any atom (eV Å⁻¹) = 2.8
- net charge = +1
- gap between HOMO and LUMO (alpha / beta) (Ha) = 0.183 / 0.183
- multiplicity = 1

***

Which value of multiplicity does entry 2 give?
1